Density functional theory data (the ωB97M-V functional and the def2-TZVPD basis) for a molecular structure, C21H54BaF9O15 in a non-equilibrium geometry.

Last column: Mulliken charge in e.
Positions of all 100 atoms, in Å:
1 Ba -0.4192 2.0373 1.4868  1.963
2 C 2.9956 3.1466 2.8493  -0.276
3 O 3.2327 1.7536 3.1671  -0.502
4 O 1.7551 3.3003 2.4684  -0.911
5 C 3.3451 3.9700 4.1228  0.826
6 F 3.3500 3.2254 5.2549  -0.262
7 F 4.6317 4.4339 4.0406  -0.316
8 F 2.5637 5.0006 4.3403  -0.263
9 C 4.4856 1.1975 2.7960  -0.195
10 C 4.5033 -0.2438 3.2468  -1.108
11 H 3.6634 -0.8336 2.8878  0.092
12 H 5.4718 -0.6960 3.0065  0.402
13 H 4.5414 -0.3171 4.3408  0.339
14 H 5.3015 1.7509 3.2773  0.290
15 H 4.6398 1.2646 1.7133  0.188
16 H 3.7157 3.4589 2.0748  0.298
17 C -2.3138 -0.2106 -0.1063  0.306
18 O -0.9058 -0.2710 0.1950  0.117
19 O -2.8367 0.8498 0.5351  -1.058
20 C -2.6213 -0.3220 -1.5838  0.428
21 F -3.9047 -0.6582 -1.8188  -0.218
22 F -2.3471 0.8084 -2.2276  -0.114
23 F -1.9135 -1.3146 -2.1907  -0.278
24 C -0.2054 -1.5214 0.1475  0.149
25 C 1.2578 -1.1068 0.2602  -0.782
26 H 1.6532 -0.7272 -0.6806  0.171
27 H 1.4590 -0.3978 1.0726  -0.011
28 H 1.8750 -1.9914 0.4787  0.409
29 H -0.3098 -2.1229 -0.7476  0.034
30 H -0.5033 -2.0299 1.0680  -0.072
31 H -2.7522 -1.0822 0.4266  -0.063
32 C 1.6676 2.9744 -1.6799  -0.822
33 O 1.7186 2.0437 -2.7788  0.100
34 O 0.5137 2.8817 -1.0499  -0.680
35 C 2.8808 2.7342 -0.7959  1.045
36 F 4.0050 2.4547 -1.5244  -0.370
37 F 3.2003 3.7813 -0.0393  -0.280
38 F 2.7192 1.6621 0.0039  0.009
39 C 2.5249 2.3880 -3.8848  -0.199
40 C 1.9437 1.7157 -5.1275  -1.313
41 H 2.7154 1.7896 -5.9036  0.379
42 H 1.6084 0.7027 -4.9301  0.234
43 H 1.0997 2.2649 -5.5571  0.359
44 H 3.5264 1.9618 -3.7631  0.130
45 H 2.5894 3.4708 -4.0144  0.468
46 H 1.7058 4.0196 -2.0591  0.049
47 C -1.7023 -2.6392 3.6088  -0.159
48 O -1.7253 -3.9206 4.2435  -0.570
49 H -1.8948 -1.8349 4.3239  0.242
50 H -0.7230 -2.4451 3.1758  0.062
51 H -2.4653 -2.5762 2.8279  0.145
52 H -2.3711 -3.8636 4.9513  0.308
53 C -7.4311 -0.4879 -0.0575  -0.807
54 O -6.0221 -0.6639 0.0176  -0.376
55 H -7.8583 -1.2170 0.6323  0.248
56 H -7.7147 0.4797 0.3777  0.314
57 H -7.8273 -0.6027 -1.0657  0.325
58 H -5.5757 -0.0012 -0.5182  0.239
59 C -3.6497 0.2771 -5.3533  -0.319
60 O -3.6747 0.9727 -6.5935  -0.548
61 H -3.0203 -0.6087 -5.4366  0.238
62 H -3.1836 0.8489 -4.5444  0.085
63 H -4.6466 -0.0337 -5.0257  0.258
64 H -4.3087 1.6891 -6.5148  0.297
65 C -1.2021 -4.6307 -1.6348  -0.126
66 O -2.1727 -5.6706 -1.6877  -0.546
67 H -1.0298 -4.3499 -0.5925  0.106
68 H -0.2322 -4.9190 -2.0574  0.266
69 H -1.5651 -3.7768 -2.1991  0.045
70 H -2.0346 -6.2202 -0.9131  0.316
71 C 4.6486 -0.6921 -2.9486  -0.387
72 O 3.2524 -0.7420 -3.1274  -0.519
73 H 5.1653 -0.7980 -3.9114  0.328
74 H 5.0315 0.2486 -2.5424  0.177
75 H 5.0241 -1.4890 -2.2990  0.098
76 H 2.8511 0.0778 -2.8108  0.189
77 C 1.0571 -0.3106 4.6652  -0.793
78 O 0.9073 0.5797 3.5691  0.032
79 H 0.0596 -0.6177 4.9871  0.201
80 H 1.5641 -1.2229 4.3342  0.294
81 H 1.5591 0.1369 5.5226  0.297
82 H 1.7514 1.0916 3.5119  0.350
83 C -5.1866 -1.0257 3.0816  -0.402
84 O -4.1943 -0.0204 3.1024  -0.517
85 H -5.9802 -0.7870 2.3642  0.031
86 H -4.8092 -1.9729 2.6611  0.203
87 H -5.5819 -1.1790 4.0808  0.320
88 H -3.9188 0.1569 2.1837  0.362
89 C -4.6789 2.8059 -2.0527  0.007
90 O -3.5447 3.4823 -1.5352  -0.511
91 H -4.6604 2.9146 -3.1378  0.185
92 H -4.6811 1.7551 -1.7703  -0.264
93 H -5.6057 3.2688 -1.6884  0.280
94 H -3.2779 2.9869 -0.7515  0.310
95 C 5.2398 -3.0208 0.3365  -0.070
96 O 4.2596 -4.0244 0.7058  -0.542
97 H 5.8257 -3.4897 -0.4585  0.292
98 H 4.6562 -2.1789 -0.0355  -0.165
99 H 5.8425 -2.8145 1.2120  0.201
100 H 3.6281 -4.1213 -0.0107  0.280

Values from the calculation:
Orbital gap   7.69 eV
Net charge   -1
HOMO level   -5.6 eV
LUMO   2.09 eV
Electronic energy   -78517.163 eV

=====

Density functional theory data (the ωB97M-V functional and the def2-TZVPD basis) for 2 unconnected molecules or ions with the total composition C4H12 in a non-equilibrium geometry.

Last column: Mulliken charge in e.
Positions of all 16 atoms, in Å:
1 C -0.5765 0.3382 2.1946  -0.749
2 C -0.0421 -1.0032 1.6570  -0.776
3 H 0.1715 0.9543 2.7300  0.280
4 H -0.9076 1.0111 1.4512  0.311
5 H -1.5309 0.0404 2.6908  0.267
6 H -0.9697 -1.2368 0.8339  0.254
7 H 0.1679 -1.7913 2.4924  0.283
8 H 1.0223 -1.0422 1.0863  0.198
9 C -0.0447 0.7565 -2.4085  -0.876
10 C 0.7291 0.0063 -1.3636  -0.422
11 H -1.0718 0.9704 -2.2058  0.337
12 H 0.5657 1.6297 -2.8617  0.226
13 H -0.2529 -0.0092 -3.2335  0.226
14 H 1.7272 0.4936 -1.1093  0.295
15 H 0.9283 -1.0925 -1.6047  0.300
16 H 0.0842 -0.0251 -0.3492  -0.155

Values from the calculation:
Orbital gap   11.81 eV
Net charge   0
HOMO level   -10.7 eV
LUMO   1.08 eV
Relative energy (zero: lowest compared OMol25 entry of this formula, charge and spin)   187.9 kJ/mol
Electronic energy   -4340.581 eV

=====

Density functional theory data (the ωB97M-V functional and the def2-TZVPD basis) for 5 unconnected molecules or ions with the total composition C28H61ClN2O13P in a non-equilibrium geometry.

Last column: Mulliken charge in e.
Positions of all 106 atoms, in Å:
1 O 6.1328 -4.2479 3.8435  -0.442
2 P 5.0418 -4.2422 2.4828  0.382
3 Cl 5.9473 -5.4814 0.9601  -0.180
4 C 3.3759 -5.0959 2.8699  0.130
5 C 3.2709 -6.7014 3.3440  -0.128
6 C 1.6999 -7.1051 3.5396  -0.156
7 N 0.4462 -6.3410 3.3946  -0.413
8 N 0.5459 -5.0367 3.0374  0.202
9 C 1.8843 -4.4402 2.7686  -0.110
10 H 5.6602 -3.8824 4.6695  0.357
11 H 4.2011 -7.3968 3.4958  0.349
12 H 1.5393 -8.2428 3.8731  0.345
13 H -0.3377 -4.4516 2.9411  0.294
14 H 1.8656 -3.2928 2.4352  0.355
15 C -1.7589 -6.9601 0.2709  -0.661
16 O -3.0567 -6.3936 0.2124  -0.243
17 C -3.4104 -5.7297 1.4279  -0.072
18 C -4.5167 -4.7030 1.1735  -0.487
19 O -4.0233 -3.4761 0.6187  -0.480
20 C -3.6320 -3.5311 -0.7602  0.045
21 C -4.8241 -3.6117 -1.7160  -0.524
22 O -5.3127 -4.9518 -1.7901  -0.276
23 C -6.6496 -5.0098 -2.2648  -0.791
24 H -1.7007 -7.7040 1.0711  0.308
25 H -1.5536 -7.4502 -0.6851  0.267
26 H -1.0093 -6.1786 0.4247  0.216
27 H -2.5373 -5.2256 1.8555  -0.187
28 H -3.7689 -6.4916 2.1270  0.479
29 H -4.9512 -4.4288 2.1411  0.445
30 H -5.3277 -5.1127 0.5680  0.164
31 H -2.9110 -4.3320 -0.9342  0.175
32 H -3.1093 -2.5871 -0.9500  0.005
33 H -4.5095 -3.3184 -2.7234  0.374
34 H -5.6160 -2.9360 -1.3705  0.347
35 H -7.3189 -4.4719 -1.5868  0.332
36 H -6.9554 -6.0598 -2.2905  0.244
37 H -6.7140 -4.5983 -3.2736  0.325
38 C -2.9302 3.7754 -1.3032  -0.680
39 O -2.4022 2.7277 -2.0983  -0.145
40 C -2.1463 1.5473 -1.3338  -0.733
41 C -2.1086 0.3182 -2.2452  -0.402
42 O -3.4152 -0.1605 -2.5919  -0.358
43 C -4.1361 0.6354 -3.5428  -0.460
44 C -3.5904 0.5042 -4.9663  -0.615
45 O -2.4365 1.3288 -5.1347  -0.122
46 C -1.6357 0.9133 -6.2311  -0.904
47 H -2.2243 4.0513 -0.5142  0.328
48 H -3.1008 4.6435 -1.9463  0.069
49 H -3.8879 3.4767 -0.8675  0.344
50 H -2.9202 1.4112 -0.5711  0.392
51 H -1.1744 1.6744 -0.8469  0.410
52 H -1.6391 -0.5002 -1.6885  0.402
53 H -1.4994 0.4843 -3.1359  0.187
54 H -4.1971 1.6765 -3.2206  0.148
55 H -5.1580 0.2405 -3.5344  0.418
56 H -4.3461 0.8425 -5.6835  0.415
57 H -3.3416 -0.5450 -5.1671  0.356
58 H -1.2694 -0.1054 -6.0716  0.363
59 H -0.7738 1.5838 -6.2954  0.239
60 H -2.2020 0.9756 -7.1620  0.336
61 C -2.1989 5.0262 -5.7302  -0.718
62 O -2.8755 6.1995 -5.3129  -0.246
63 C -2.1433 6.9189 -4.3179  -0.261
64 C -2.5857 8.3838 -4.2840  -0.487
65 O -1.9914 9.1710 -5.3250  -0.474
66 C -2.5104 8.9502 -6.6438  -0.330
67 C -3.9070 9.5428 -6.8424  -0.591
68 O -4.8990 8.6732 -6.2948  -0.234
69 C -6.1187 9.3502 -6.0302  -0.782
70 H -2.0532 4.3464 -4.8854  0.230
71 H -2.8107 4.5264 -6.4866  0.222
72 H -1.2359 5.2823 -6.1811  0.390
73 H -1.0689 6.8678 -4.5231  0.376
74 H -2.3517 6.4490 -3.3517  0.142
75 H -2.2253 8.8233 -3.3474  0.391
76 H -3.6727 8.4860 -4.2828  0.191
77 H -2.4710 7.8927 -6.9116  0.137
78 H -1.8219 9.4735 -7.3165  0.395
79 H -4.1141 9.6480 -7.9128  0.428
80 H -3.9575 10.5281 -6.3631  0.353
81 H -5.9621 10.1453 -5.2950  0.329
82 H -6.8244 8.6270 -5.6113  0.229
83 H -6.5362 9.7578 -6.9526  0.319
84 C 8.9410 -3.3807 9.4301  -0.771
85 O 8.9728 -2.5514 8.2812  -0.243
86 C 8.1483 -3.0571 7.2286  -0.582
87 C 7.7702 -1.9339 6.2598  -0.323
88 O 6.6945 -1.1180 6.7430  -0.450
89 C 7.0297 -0.2132 7.8043  -0.372
90 C 7.8661 0.9776 7.3313  -0.584
91 O 9.2383 0.6023 7.2034  -0.258
92 C 9.9580 1.4822 6.3526  -0.775
93 H 9.3070 -4.3833 9.1898  0.320
94 H 9.5900 -2.9389 10.1917  0.240
95 H 7.9255 -3.4342 9.8327  0.325
96 H 7.2376 -3.5057 7.6390  0.345
97 H 8.7236 -3.8224 6.6984  0.427
98 H 7.3932 -2.3947 5.3401  0.318
99 H 8.6319 -1.3256 5.9778  0.172
100 H 7.4984 -0.7390 8.6381  0.167
101 H 6.0710 0.1708 8.1702  0.388
102 H 7.8114 1.7837 8.0710  0.441
103 H 7.4785 1.3379 6.3705  0.341
104 H 9.5361 1.4670 5.3432  0.326
105 H 10.9929 1.1320 6.2994  0.233
106 H 9.9484 2.4959 6.7569  0.326

Values from the calculation:
Orbital gap   3.91 eV
Net charge   +1
HOMO level   -10.0 eV
LUMO   -6.13 eV
Electronic energy   -81413.978 eV